Record 1
A structure of composition C36H35BaBr2N2O2P, computed with the ωB97M-V functional and the def2-TZVPD basis.

Structure (ORCA input):
```
! wB97M-V def2-TZVPD RIJCOSX def2/J DEFGRID3
* xyz 0 1
Ba -0.131 -0.213 -0.442
C 3.548 -0.483 -2.967
C 4.649 0.278 -2.289
C 5.724 0.735 -3.042
C 6.773 1.429 -2.459
C 6.762 1.670 -1.096
C 5.700 1.213 -0.331
C 4.639 0.521 -0.906
P 3.227 -0.160 0.038
C 3.372 0.683 1.667
C 3.455 2.073 1.590
C 3.554 2.870 2.715
C 3.522 2.281 3.968
C 3.391 0.909 4.060
C 3.316 0.082 2.936
C 3.163 -1.391 3.185
C 3.780 -1.871 0.218
C 5.134 -2.195 0.289
C 5.535 -3.517 0.330
C 4.563 -4.514 0.287
C 3.226 -4.183 0.233
C 2.780 -2.854 0.219
C 1.342 -2.493 0.214
H 3.735 -0.553 -4.037
H 2.585 0.017 -2.825
H 3.445 -1.495 -2.568
H 5.736 0.542 -4.107
H 7.596 1.777 -3.069
H 7.577 2.202 -0.625
H 5.699 1.391 0.735
H 3.472 2.540 0.611
H 3.667 3.940 2.609
H 3.600 2.883 4.864
H 3.352 0.444 5.037
H 2.971 -1.558 4.243
H 4.055 -1.952 2.903
H 2.336 -1.820 2.619
H 5.878 -1.408 0.295
H 6.586 -3.768 0.381
H 4.858 -5.556 0.304
H 2.478 -4.968 0.217
H 0.977 -2.612 1.248
H 0.837 -3.319 -0.310
Br -4.205 -3.092 1.235
C -4.488 -1.342 0.619
C -5.795 -0.814 0.669
C -6.070 0.453 0.241
Br -7.839 1.108 0.341
C -5.031 1.279 -0.276
C -5.217 2.599 -0.742
C -4.145 3.299 -1.219
C -2.884 2.675 -1.223
N -2.669 1.457 -0.795
C -3.728 0.748 -0.325
C -3.427 -0.593 0.136
O -2.206 -0.989 0.065
H -6.588 -1.438 1.058
H -6.205 3.036 -0.720
H -4.245 4.309 -1.592
H -2.020 3.210 -1.604
O 0.387 2.449 -0.205
C 0.075 3.373 0.554
C 0.882 4.649 0.638
C 0.132 5.940 0.236
C -1.385 5.813 0.135
C -2.087 5.519 1.458
C -1.448 4.362 2.227
N -0.996 3.283 1.363
H 1.757 4.497 0.008
H 1.245 4.724 1.663
H 0.516 6.271 -0.730
H 0.383 6.730 0.948
H -1.628 5.023 -0.581
H -1.793 6.730 -0.294
H -3.140 5.300 1.264
H -2.066 6.405 2.098
H -2.154 3.934 2.941
H -0.596 4.705 2.819
H -1.585 2.476 1.218
*
```

- molecular weight (g mol⁻¹) = 855.80
- relative energy (zero: lowest compared OMol25 entry of this formula, charge and spin) (kJ/mol) = 107.0
- highest occupied orbital energy (eV) = -6.461
- orbital gap (eV) = 6.37
- calculated total energy (eV) = -195044.909

Atom charges from the Mulliken analysis, given in e for atoms 1 to 8: 1.8180 -1.3416 0.4422 -0.7803 -0.7395 -0.9064 0.0080 0.2409

Record 2
A structure of composition C5H6N, computed with the ωB97M-V functional and the def2-TZVPD basis.

Structure (ORCA input):
```
! wB97M-V def2-TZVPD RIJCOSX def2/J DEFGRID3
* xyz 1 1
C 2.373 0.421 0.131
C 0.327 1.054 0.104
C 0.403 -1.084 -0.385
C 1.621 -0.505 -0.088
C -1.844 -0.079 0.025
N -0.386 -0.038 -0.025
H 3.310 0.878 0.280
H 0.270 1.814 0.910
H 0.334 -2.069 -0.871
H -2.140 -0.642 0.937
H -2.209 0.900 -0.097
H -2.060 -0.649 -0.922
*
```

- molecular weight (g mol⁻¹) = 80.11
- relative energy (zero: lowest compared OMol25 entry of this formula, charge and spin) (kJ/mol) = 663.2
- highest occupied orbital energy (alpha / beta) (eV) = -13.764 / -13.763
- orbital gap (alpha / beta) (eV) = 8.27 / 8.27
- calculated total energy (eV) = -6758.304

Atom charges from the Mulliken analysis, given in e for atoms 1 to 8: -0.1072 -0.2822 -0.0740 -0.1375 -0.8089 0.1450 0.4473 0.3927

Record 3
A structure of composition C8H17O4P, computed with the ωB97M-V functional and the def2-TZVPD basis.

Structure (ORCA input):
```
! wB97M-V def2-TZVPD RIJCOSX def2/J DEFGRID3
* xyz 0 3
C 2.019 1.587 -0.636
C 2.670 0.389 -0.845
C 0.467 1.427 0.618
C 3.701 -0.127 0.089
C -1.523 -2.979 0.068
C -2.547 2.522 -0.027
C -0.087 -2.547 0.304
C -2.830 1.053 -0.296
O -0.452 -0.226 -1.560
O 0.889 1.162 1.823
O 0.005 -1.228 0.822
O -1.977 0.216 0.462
P -0.465 0.024 -0.113
H 2.511 2.331 -0.026
H 1.410 1.966 -1.441
H 2.301 -0.279 -1.609
H 3.231 -0.447 1.023
H 4.412 0.657 0.347
H 4.233 -0.975 -0.332
H -2.118 -2.810 0.964
H -1.945 -2.397 -0.747
H -1.550 -4.036 -0.189
H -3.169 3.146 -0.664
H -2.749 2.763 1.013
H -1.497 2.722 -0.233
H 0.473 -2.599 -0.635
H 0.398 -3.180 1.054
H -2.690 0.833 -1.359
H -3.849 0.787 0.001
H 0.728 0.247 2.125
*
```

- molecular weight (g mol⁻¹) = 208.19
- relative energy (zero: lowest compared OMol25 entry of this formula, charge and spin) (kJ/mol) = 0.0
- expectation value of S² = 2.03
- highest occupied orbital energy (alpha / beta) (eV) = -6.637 / -9.543
- orbital gap (alpha / beta) (eV) = 7.47 / 8.38
- calculated total energy (eV) = -26047.740

Atom charges from the Mulliken analysis, given in e for atoms 1 to 8: -0.9540 0.0288 0.0748 -1.0801 -1.0690 -0.8633 -0.2648 -0.3857

Record 4
A cluster of 2 separate species, C4H15N3S in total, computed with the ωB97M-V functional and the def2-TZVPD basis.

Structure (ORCA input):
```
! wB97M-V def2-TZVPD RIJCOSX def2/J DEFGRID3
* xyz 0 1
C -2.022 -1.150 -0.303
C -1.418 -2.005 0.798
S 0.379 -1.677 1.048
N -1.196 -1.153 -1.556
H -2.248 -0.121 -0.012
H -2.989 -1.597 -0.576
H -1.510 -3.056 0.502
H -1.998 -1.884 1.718
H -1.756 -1.627 -2.250
H -0.418 -1.798 -1.365
C 0.627 2.139 0.466
N 1.437 2.206 1.667
C 1.356 1.515 -0.703
N 0.303 1.114 -1.725
H 0.219 3.118 0.178
H -0.230 1.459 0.625
H 1.072 2.968 2.224
H 1.349 1.321 2.162
H 1.820 0.613 -0.308
H 2.072 2.164 -1.211
H 0.799 1.014 -2.605
H -0.275 0.164 -1.516
H -0.330 1.906 -1.738
*
```

- molecular weight (g mol⁻¹) = 137.25
- relative energy (zero: lowest compared OMol25 entry of this formula, charge and spin) (kJ/mol) = 121.1
- highest occupied orbital energy (eV) = -6.196
- orbital gap (eV) = 6.32
- calculated total energy (eV) = -19695.285

Atom charges from the Mulliken analysis, given in e for atoms 1 to 8: -0.5140 -0.8015 -0.5578 -0.7255 0.2032 0.3340 0.2987 0.3306

Record 5
The molecule C3H6O2, computed with the ωB97M-V functional and the def2-TZVPD basis.

Structure (ORCA input):
```
! wB97M-V def2-TZVPD RIJCOSX def2/J DEFGRID3
* xyz 0 1
C -1.393 -0.691 0.045
O -0.588 -0.070 -0.870
C 0.369 0.731 -0.280
C 1.627 0.046 -0.097
O 1.921 -1.083 -0.370
H -2.401 -0.906 -0.256
H -1.576 0.040 0.946
H -0.794 -1.756 0.241
H 0.409 1.818 -0.825
H 0.288 1.157 0.752
H 2.137 0.713 0.716
*
```

- molecular weight (g mol⁻¹) = 74.08
- relative energy (zero: lowest compared OMol25 entry of this formula, charge and spin) (kJ/mol) = 306.1
- highest occupied orbital energy (eV) = -9.719
- structure (SMILES) = COCC=O
- orbital gap (eV) = 10.61
- calculated total energy (eV) = -7300.506

Atom charges from the Mulliken analysis, given in e for atoms 1 to 8: -0.5855 -0.3070 -0.3792 0.1562 -0.4471 0.2444 0.2632 0.2056

Record 6
A cluster of 4 separate species, C59H57FO13P2 in total, computed with the ωB97M-V functional and the def2-TZVPD basis.

Structure (ORCA input):
```
! wB97M-V def2-TZVPD RIJCOSX def2/J DEFGRID3
* xyz 0 1
C -2.283 4.441 -0.811
C -2.103 3.223 0.233
O -0.747 3.028 0.692
C -0.077 1.957 -0.037
C 0.674 2.498 -1.349
C 2.241 2.760 -1.203
P 3.155 2.669 -2.902
P 2.544 0.927 -4.046
O 2.598 -0.385 -3.255
O 3.556 0.863 -5.450
O 0.963 1.249 -4.681
C 3.117 1.654 -0.363
F 2.595 0.301 -0.347
O 3.559 2.197 0.917
C 2.669 3.341 1.117
O 1.993 3.642 2.106
C 2.762 4.051 -0.347
C 4.289 4.510 -0.532
C 5.058 4.977 0.793
C 4.481 6.310 1.489
O 3.646 6.062 2.640
C 3.641 7.168 3.569
C 1.773 5.311 -0.444
C 1.363 5.760 -1.926
C 2.285 6.885 -2.598
C 1.666 7.122 -4.093
C 2.105 8.309 -1.846
H -1.969 4.121 -1.878
H -3.396 4.683 -0.869
H -1.669 5.352 -0.461
H -2.722 3.525 1.164
H -2.601 2.275 -0.169
H -0.803 1.114 -0.350
H 0.632 1.465 0.727
H 0.061 3.372 -1.746
H 0.556 1.661 -2.140
H 2.773 3.798 -3.729
H 3.473 1.787 -5.810
H 1.065 1.759 -5.524
H 4.067 1.529 -0.990
H 4.304 5.391 -1.262
H 4.965 3.703 -1.013
H 6.125 5.266 0.446
H 5.240 4.127 1.556
H 4.010 7.048 0.729
H 5.413 6.873 1.888
H 2.554 7.565 3.606
H 4.291 8.056 3.270
H 3.867 6.817 4.643
H 0.793 4.982 0.078
H 2.122 6.239 0.115
H 1.248 4.894 -2.670
H 0.303 6.222 -1.843
H 3.373 6.589 -2.770
H 2.404 7.633 -4.797
H 0.652 7.634 -4.008
H 1.490 6.065 -4.526
H 2.415 8.296 -0.751
H 0.982 8.566 -1.942
H 2.663 9.081 -2.472
O -7.420 4.939 -6.770
C -6.207 5.026 -6.696
C -5.364 3.808 -6.692
C -5.964 2.552 -6.793
C -5.176 1.407 -6.829
C -3.788 1.511 -6.766
C -3.189 2.761 -6.647
C -3.977 3.910 -6.604
C -3.328 5.230 -6.459
O -2.118 5.309 -6.325
C -4.166 6.450 -6.483
C -3.562 7.704 -6.382
C -4.339 8.856 -6.437
C -5.720 8.759 -6.593
C -6.327 7.510 -6.679
C -5.551 6.352 -6.619
H -7.045 2.465 -6.849
H -5.643 0.431 -6.912
H -3.173 0.618 -6.806
H -2.108 2.836 -6.593
H -2.486 7.785 -6.265
H -3.867 9.830 -6.363
H -6.325 9.659 -6.646
H -7.403 7.443 -6.798
O 0.101 -3.710 1.374
C 0.956 -4.526 1.072
C 1.808 -4.317 -0.120
C 1.646 -3.165 -0.891
C 2.469 -2.941 -1.990
C 3.458 -3.866 -2.321
C 3.611 -5.023 -1.565
C 2.783 -5.255 -0.466
C 2.942 -6.497 0.321
O 3.756 -7.342 -0.014
C 2.103 -6.697 1.524
C 2.268 -7.849 2.296
C 1.509 -8.030 3.446
C 0.583 -7.063 3.831
C 0.405 -5.921 3.056
C 1.162 -5.738 1.897
H 0.881 -2.439 -0.635
H 2.343 -2.040 -2.587
H 4.108 -3.685 -3.171
H 4.380 -5.742 -1.831
H 2.992 -8.603 2.004
H 1.642 -8.924 4.047
H -0.003 -7.201 4.734
H -0.320 -5.173 3.359
O -3.659 -11.682 10.203
C -2.931 -11.283 9.311
C -1.461 -11.269 9.490
C -0.907 -11.735 10.683
C 0.474 -11.761 10.844
C 1.306 -11.324 9.816
C 0.757 -10.842 8.633
C -0.629 -10.808 8.470
C -1.204 -10.277 7.214
O -0.479 -9.824 6.344
C -2.672 -10.310 7.026
C -3.224 -9.845 5.832
C -4.599 -9.903 5.633
C -5.426 -10.425 6.625
C -4.880 -10.876 7.822
C -3.501 -10.814 8.028
H -1.550 -12.082 11.486
H 0.903 -12.129 11.771
H 2.384 -11.357 9.938
H 1.410 -10.498 7.838
H -2.584 -9.442 5.053
H -5.026 -9.545 4.702
H -6.498 -10.479 6.465
H -5.531 -11.278 8.592
*
```

- molecular weight (g mol⁻¹) = 1055.04
- highest occupied orbital energy (eV) = -9.066
- structure (SMILES) = CCOCC[C@]1(PP(=O)(O)O)[C@H](F)OC(=O)[C@]1(CCCOC)CCC(C)C.O=C1c2ccccc2C(=O)c2ccccc21.O=C1c2ccccc2C(=O)c2ccccc21.O=C1c2ccccc2C(=O)c2ccccc21
- orbital gap (eV) = 7.83
- calculated total energy (eV) = -110018.046

Atom charges from the Mulliken analysis, given in e for atoms 1 to 8: -0.6434 -0.3315 -0.2985 -0.9244 0.0879 0.1603 0.0246 0.6142

Record 7
The molecule CHCl3, computed with the ωB97M-V functional and the def2-TZVPD basis.

Structure (ORCA input):
```
! wB97M-V def2-TZVPD RIJCOSX def2/J DEFGRID3
* xyz 0 1
Cl 0.927 -1.914 4.727
C 0.330 -0.274 4.587
Cl -0.094 0.159 2.943
Cl 1.614 0.750 5.294
H -0.569 -0.149 5.206
*
```

- molecular weight (g mol⁻¹) = 119.38
- relative energy (zero: lowest compared OMol25 entry of this formula, charge and spin) (kJ/mol) = 5.7
- highest occupied orbital energy (eV) = -11.094
- structure (SMILES) = ClC(Cl)Cl
- orbital gap (eV) = 11.82
- calculated total energy (eV) = -38620.296

Now the Mulliken charges, all in e: -0.1121 0.0628 -0.1076 -0.1266 0.2835

Record 8
The molecule C3H4N2O, computed with the ωB97M-V functional and the def2-TZVPD basis.

Structure (ORCA input):
```
! wB97M-V def2-TZVPD RIJCOSX def2/J DEFGRID3
* xyz 0 1
N -1.178 1.471 -0.687
C -0.374 0.342 -0.825
C -0.146 -0.655 -0.012
C 0.522 -1.496 0.735
N 1.772 -1.054 1.313
O 2.036 0.101 1.071
H -0.874 2.354 -1.076
H -1.540 1.608 0.239
H -0.415 -0.187 -1.777
H 0.197 -2.483 1.018
*
```

- molecular weight (g mol⁻¹) = 84.08
- relative energy (zero: lowest compared OMol25 entry of this formula, charge and spin) (kJ/mol) = 506.5
- highest occupied orbital energy (alpha / beta) (eV) = -8.854 / -8.855
- structure (SMILES) = NC=C=CN=O
- orbital gap (alpha / beta) (eV) = 8.44 / 8.44
- calculated total energy (eV) = -8198.636

Atom charges from the Mulliken analysis, given in e for atoms 1 to 8: -0.4525 0.0008 0.2458 -0.5285 -0.0396 -0.3074 0.2341 0.2353

Q: Look up the molecular weight of the eighth one.
A: 84.08 g mol⁻¹